Entry A
C6H12ClMgN2 as an isolated structure, computed with wB97M-V/def2-TZVPD.

Total charge   -1
Lowest unoccupied orbital energy (alpha / beta)   3.15 / 2.95 eV
HOMO-LUMO gap (alpha / beta)   0.15935 / 0.12660 Ha

Geometry (Å):
C1 0.649 -3.430 1.804
Mg1 0.339 -1.029 0.636
N1 -0.026 -2.016 -1.197
H1 0.852 -0.563 2.223
H2 -0.268 -2.805 1.809
H3 0.958 -3.534 2.848
H4 1.496 -2.993 1.242
H5 0.409 -4.414 1.385
H6 0.509 -1.540 -1.930
H7 -1.014 -1.954 -1.463
H8 0.229 -3.006 -1.230
Cl1 -2.486 3.856 0.952
C2 -1.292 2.967 0.101
C3 -0.508 3.600 -0.870
C4 0.485 2.859 -1.504
C5 0.661 1.514 -1.159
N2 -0.063 0.928 -0.182
C6 -1.079 1.615 0.414
H9 -0.689 4.642 -1.100
H10 1.131 3.307 -2.253
H11 1.401 0.892 -1.681
H12 -1.694 1.103 1.157

Here are the Löwdin charges for atoms 1 to 2, given in e:
1 C -0.1668
2 Mg 0.1727

Entry B
C6H12ClMgN2 as an isolated structure, computed with wB97M-V/def2-TZVPD.

Total charge   -1
Lowest unoccupied orbital energy   2.84 eV
HOMO-LUMO gap   0.11025 Ha

Geometry (Å):
C1 -1.547 1.036 -3.138
Mg1 0.146 1.121 -1.776
N1 0.783 -0.925 -2.047
H1 -1.511 1.873 -1.651
H2 1.309 1.631 -0.459
H3 -2.261 1.813 -3.328
H4 -2.152 0.172 -2.743
H5 -1.201 0.768 -4.136
H6 0.057 -1.279 -1.414
H7 1.720 -1.281 -1.776
H8 0.543 -1.200 -2.987
Cl1 1.841 1.618 3.850
C2 1.006 0.531 2.882
C3 0.592 -0.687 3.412
C4 -0.113 -1.537 2.573
C5 -0.374 -1.172 1.254
N2 0.030 0.016 0.808
C6 0.708 0.881 1.566
H9 0.803 -0.925 4.446
H10 -0.467 -2.490 2.895
H11 -0.926 -1.838 0.564
H12 1.014 1.872 1.204

Here are the Löwdin charges for atoms 1 to 2, given in e:
1 C -0.4566
2 Mg 0.0576

Bottom line: entry A, by a margin of 290.5 kJ/mol.